{"formula": "CH4BrN2", "method": "the ωB97M-V functional and the def2-TZVPD basis", "e_homo_ev": -14.53, "spin_multiplicity": 1, "smiles": "[NH3+]/C=N/Br", "de_lowest_ev": 4.9759, "charge": 1, "elements": ["N", "C", "N", "Br", "H", "H", "H", "H"], "xyz": [[-0.93128, -0.30532, -0.68589], [0.50726, -0.11060, 0.03670], [0.52344, 0.72332, 0.98294], [1.71493, 1.12515, 2.12909], [-0.66538, -1.14281, -0.17388], [-1.01060, -0.12388, -1.72499], [-1.30338, 0.76943, -0.40224], [1.16500, -0.93530, -0.16172]]}

---

{"formula": "CH4BrN2", "method": "the ωB97M-V functional and the def2-TZVPD basis", "e_homo_ev": -16.39, "spin_multiplicity": 1, "smiles": "NC(=[NH2+])Br", "de_lowest_ev": 0.0000, "charge": 1, "elements": ["N", "C", "N", "Br", "H", "H", "H", "H"], "xyz": [[-0.26354, 1.09568, -0.08668], [0.40314, -0.01805, -0.04796], [-0.29551, -1.10785, -0.07235], [2.24421, 0.00103, -0.06070], [-1.26297, 1.17849, 0.05303], [0.23398, 1.95202, 0.14438], [-1.29691, -1.14953, 0.00190], [0.23761, -1.95178, 0.06838]]}

---

{"formula": "CH4BrN2O", "method": "the ωB97M-V functional and the def2-TZVPD basis", "e_homo_ev": [-15.39, -15.39], "spin_multiplicity": 1, "de_lowest_ev": 5.2401, "charge": 1, "elements": ["C", "N", "N", "O", "Br", "H", "H", "H", "H"], "xyz": [[0.36899, 0.32772, -0.84149], [-1.00765, -1.53767, 0.06774], [1.03559, 0.95237, 0.03047], [1.68047, 2.15076, 0.05327], [0.11497, 0.87655, -2.64805], [-0.25625, -2.20161, 0.25848], [-1.39142, -1.58920, -0.95879], [0.90056, 0.44276, 1.00687], [2.06395, 2.51682, -0.85688]]}

---

{"formula": "CH4BrNiO", "method": "the ωB97M-V functional and the def2-TZVPD basis", "e_homo_ev": [-15.13, -14.96], "spin_multiplicity": 3, "de_lowest_ev": 0.0000, "charge": 1, "elements": ["Ni", "Br", "C", "O", "H", "H", "H", "H"], "xyz": [[0.17877, -0.95005, -1.98362], [1.42271, 0.98420, -2.37784], [-0.29242, 0.37526, 0.78749], [-0.09415, -0.85023, 0.01559], [0.48895, 0.46838, 1.53979], [-0.22117, 1.22186, 0.11671], [-1.25234, 0.35203, 1.29718], [-0.23035, -1.60147, 0.60471]]}

---

{"formula": "CH4BrP", "method": "the ωB97M-V functional and the def2-TZVPD basis", "e_homo_ev": [-7.80, -8.43], "spin_multiplicity": 1, "de_lowest_ev": 3.4203, "elements": ["C", "P", "Br", "H", "H", "H", "H"], "xyz": [[0.17588, -0.68558, 0.75296], [-1.75240, 2.74283, -1.30908], [-0.55118, 1.63525, 0.20323], [1.01210, -0.41536, 1.36760], [0.40558, -1.08948, -0.21622], [-0.69467, -1.06628, 1.24583], [-0.64873, 2.91300, -2.15099]]}

---

{"formula": "CH4BrP", "method": "the ωB97M-V functional and the def2-TZVPD basis", "e_homo_ev": -9.43, "spin_multiplicity": 1, "smiles": "CPBr", "de_lowest_ev": 0.5670, "elements": ["C", "P", "Br", "H", "H", "H", "H"], "xyz": [[0.64177, -0.22587, -0.32402], [-0.67457, 0.97522, 0.04179], [-2.58241, -0.18867, 0.07061], [0.49089, -0.55302, -1.29912], [0.66540, -1.22967, 0.24749], [1.60562, 0.36461, -0.31314], [-0.14668, 0.85740, 1.57639]]}

---

{"formula": "CH4Cl2N2", "method": "the ωB97M-V functional and the def2-TZVPD basis", "e_homo_ev": [-8.00, -7.83], "spin_multiplicity": 1, "de_lowest_ev": 1.6122, "elements": ["C", "N", "N", "Cl", "Cl", "H", "H", "H", "H"], "xyz": [[-0.21450, -0.21450, 1.81422], [0.12167, 0.06154, -1.24190], [-0.10761, 0.85455, -0.24958], [0.47708, -1.78331, 1.51695], [0.63417, 0.83375, 2.90362], [-1.22946, -0.40401, 2.26946], [-0.67596, -0.32255, -1.80466], [1.04778, -0.49764, -1.44027], [0.71994, 1.22433, 0.12156]]}

---

{"formula": "CH4ClN2O", "method": "the ωB97M-V functional and the def2-TZVPD basis", "e_homo_ev": -16.75, "spin_multiplicity": 1, "smiles": "C/[N+](O)=N\\Cl", "de_lowest_ev": 3.3923, "charge": 1, "elements": ["C", "N", "O", "N", "Cl", "H", "H", "H", "H"], "xyz": [[0.61927, 0.84418, 0.23458], [-0.20321, -0.36595, 0.16817], [-0.63124, -0.93214, 1.26139], [-0.69361, -0.84113, -0.85774], [-0.31141, -0.14120, -2.29233], [0.06791, 1.53777, -0.47388], [1.62256, 0.63966, -0.28547], [0.58142, 1.06279, 1.22909], [-1.05170, -1.80398, 1.01619]]}

---

Please write out number 3 again, unchanged.
{"formula": "CH4BrN2O", "method": "the ωB97M-V functional and the def2-TZVPD basis", "e_homo_ev": [-15.39, -15.39], "spin_multiplicity": 1, "de_lowest_ev": 5.2401, "charge": 1, "elements": ["C", "N", "N", "O", "Br", "H", "H", "H", "H"], "xyz": [[0.36899, 0.32772, -0.84149], [-1.00765, -1.53767, 0.06774], [1.03559, 0.95237, 0.03047], [1.68047, 2.15076, 0.05327], [0.11497, 0.87655, -2.64805], [-0.25625, -2.20161, 0.25848], [-1.39142, -1.58920, -0.95879], [0.90056, 0.44276, 1.00687], [2.06395, 2.51682, -0.85688]]}